The following is a DFT calculation (the ωB97M-V functional and the def2-TZVPD basis) of a single C10H11NO2 molecule in a non-equilibrium geometry.

The multiplicity is 3. The calculation puts the HOMO energy (alpha / beta) at -6.337 / -8.169 eV. The calculation puts the largest force on an atom at 0.11577 hartree/bohr. Its expectation value of S² is 2.0619. The value obtained for the total energy is -16124.5081 eV. Its gap between HOMO and LUMO (alpha / beta) is 7.077 / 6.076 eV.

Element x y z (Å)
C: 5.409 0.823 0.170
N: 2.057 -0.281 -0.240
H: 2.749 -2.140 0.566
H: 6.363 0.928 -0.056
C: 0.058 1.010 -0.063
H: 3.706 -1.216 -0.671
C: 0.749 -0.226 0.031
O: -3.550 -0.107 0.189
O: 3.020 0.791 0.601
H: -3.521 1.974 0.528
C: -4.204 1.169 0.079
C: -1.407 -1.200 0.433
H: 0.568 1.923 -0.191
H: -1.950 -2.160 0.729
H: -5.273 1.146 0.466
C: -0.060 -1.314 0.468
C: 2.747 -1.514 -0.328
C: -1.309 1.126 -0.121
H: -1.794 2.014 -0.443
H: -4.277 1.531 -1.095
H: 2.276 -2.063 -1.031
C: 4.187 0.682 0.211
C: -2.094 -0.069 0.064
H: 0.459 -2.319 0.535

The following is a DFT calculation (the ωB97M-V functional and the def2-TZVPD basis) of a single C10H11NO2S molecule in a non-equilibrium geometry.

The calculation puts the HOMO energy at -8.943 eV. The calculation puts the largest force on an atom at 0.05505 hartree/bohr. The value obtained for the total energy is -26967.0886 eV. Its gap between HOMO and LUMO is 9.558 eV.

Element x y z (Å)
N: -1.325 -3.364 -1.102
H: 1.325 3.940 -1.582
C: 1.227 2.973 -1.085
C: 0.082 2.753 -0.364
C: 2.186 1.975 -1.262
H: -1.722 0.693 3.022
O: 0.683 -0.764 0.684
H: -0.656 3.499 -0.239
H: 0.806 -1.747 -1.194
H: 0.876 -2.775 0.278
C: -2.148 -4.229 -1.348
H: 2.761 -0.050 -0.767
S: -3.185 -5.383 -1.692
H: -1.606 -1.323 -0.714
C: -0.889 1.189 2.485
H: 3.093 2.227 -1.767
C: 0.427 -1.886 -0.164
H: -1.540 -2.315 0.706
C: -1.091 -2.177 -0.266
C: 1.960 0.713 -0.680
O: -1.219 1.325 1.065
H: 0.002 0.618 2.675
C: 0.826 0.453 0.099
C: -0.110 1.469 0.259
H: -0.761 2.185 2.954

The following is a DFT calculation (the ωB97M-V functional and the def2-TZVPD basis) of a single C10H11P molecule in a non-equilibrium geometry.

The calculation puts the HOMO energy at -8.380 eV. The calculation puts the largest force on an atom at 0.08389 hartree/bohr. The value obtained for the total energy is -19831.0301 eV. Its gap between HOMO and LUMO is 8.745 eV.

Element x y z (Å)
C: -0.574 -0.854 0.907
H: -0.235 -0.619 -2.151
P: -0.754 0.533 -1.408
C: -2.016 -0.438 0.773
C: 0.234 0.237 0.124
H: -0.371 -0.741 1.923
C: 1.949 1.436 -0.177
H: -2.528 -1.239 -1.155
H: 1.165 1.402 1.899
H: 2.822 1.884 0.205
C: 2.100 -1.274 -0.682
C: 0.005 -1.972 0.210
C: 1.616 -0.055 -0.362
H: -2.220 0.508 1.117
C: 1.060 -2.218 -0.433
C: -2.306 -0.243 -0.762
H: -3.221 0.355 -0.735
C: 0.744 1.504 0.826
H: 3.176 -1.428 -0.967
H: 0.301 2.522 0.711
H: -2.674 -1.158 1.216
H: 1.729 1.858 -1.078

The following is a DFT calculation (the ωB97M-V functional and the def2-TZVPD basis) of a molecular structure, C10H11PS2 in a non-equilibrium geometry.

The calculation puts the HOMO energy at -8.210 eV. The calculation puts the largest force on an atom at 0.08241 hartree/bohr. The value obtained for the total energy is -41504.9426 eV. Its gap between HOMO and LUMO is 7.433 eV.

Element x y z (Å)
H: 3.985 -1.108 1.193
C: -1.823 -1.208 0.187
S: -0.723 1.782 -1.559
C: -3.142 0.609 0.102
C: -2.760 -0.578 -0.533
H: 0.548 -1.116 -1.268
H: -1.351 2.547 -0.687
H: -1.416 -2.214 0.036
H: 1.312 -2.015 0.930
C: 3.493 -0.015 -0.632
S: 0.897 2.145 1.418
C: 1.835 -1.258 0.407
H: 2.290 0.797 -2.255
H: -3.378 -0.890 -1.370
C: 3.162 -0.869 0.459
C: -2.420 0.783 1.234
C: -1.482 -0.361 1.332
P: 0.176 0.782 0.159
H: -2.405 1.643 1.913
C: 2.434 0.092 -1.446
H: -3.952 1.263 -0.229
H: -1.020 -0.779 2.159
C: 1.236 -0.555 -0.679
H: 4.502 0.524 -0.871

The following is a DFT calculation (the ωB97M-V functional and the def2-TZVPD basis) of a molecular structure, C10H12AsBrIrN2O2S2Se in a non-equilibrium geometry.

The multiplicity is 6. The calculation puts the HOMO energy (alpha / beta) at -8.437 / -8.969 eV. The calculation puts the largest force on an atom at 0.04230 hartree/bohr. Its expectation value of S² is 8.7749. The value obtained for the total energy is -238372.7571 eV. Its gap between HOMO and LUMO (alpha / beta) is 8.282 / 5.943 eV.

Element x y z (Å)
H: -0.917 -4.072 -1.378
N: 2.344 2.704 -2.432
H: -2.528 -4.305 1.716
C: 1.532 2.577 0.491
S: -1.430 -1.203 1.775
As: -0.588 -2.926 0.874
H: -1.158 -4.424 2.836
C: 2.489 0.340 1.276
S: -1.506 1.079 -1.896
Ir: -0.471 0.229 -0.022
O: 3.302 -0.172 2.019
C: -1.145 -3.083 -0.986
H: 3.158 5.532 0.321
C: -1.445 -4.428 1.781
Se: 1.170 0.011 -2.540
Br: 0.324 4.973 -0.492
O: 1.557 -0.282 0.668
H: -0.640 -2.314 -1.579
H: 1.877 -2.599 0.394
H: 1.628 -3.143 2.055
C: 2.966 4.482 0.487
H: 4.647 1.931 1.589
H: 1.497 -4.320 0.715
C: 1.869 1.654 -2.470
H: 0.557 2.090 0.274
C: 1.315 -3.289 1.020
C: 3.800 2.487 1.211
C: 1.717 3.923 0.228
H: -1.155 -5.376 1.327
C: 2.586 1.838 0.993
H: -2.224 -2.906 -1.030
N: 3.958 3.768 0.965

The following is a DFT calculation (the ωB97M-V functional and the def2-TZVPD basis) of a molecular structure, C10H12BF6N5O4RhS4.

The multiplicity is 5. The calculation puts the HOMO energy (alpha / beta) at -11.818 / -12.462 eV. The calculation puts the largest force on an atom at 0.00941 hartree/bohr. Its expectation value of S² is 6.0288. The total charge is +1. The value obtained for the total energy is -89528.6969 eV. Its gap between HOMO and LUMO (alpha / beta) is 9.103 / 5.568 eV.

Element x y z (Å)
C: -3.229 -1.531 2.956
O: 1.573 -0.985 -0.784
F: 2.112 -3.694 -1.966
H: -3.617 2.524 -2.481
C: -1.459 -0.225 3.090
C: -3.077 2.434 -1.556
O: -2.662 -2.478 -0.263
H: -0.509 -2.952 3.280
S: 1.201 -2.195 -0.047
H: 0.000 2.299 -2.653
F: 1.932 -4.694 -0.052
F: 3.526 -3.265 -0.381
H: -0.524 3.998 -2.525
S: 0.136 0.167 3.364
H: -3.815 -2.430 3.039
F: -1.030 -2.207 -3.073
H: -4.456 0.071 2.000
S: 0.343 2.588 0.274
C: -1.322 2.450 -0.228
S: -1.444 -1.788 -0.501
H: -3.501 2.463 2.450
B: -2.444 2.043 2.081
H: -1.922 -3.328 4.311
C: -3.486 2.172 -0.292
H: -1.432 2.852 -3.537
F: -0.693 -0.166 -2.434
F: -2.708 -0.913 -2.627
O: -1.237 -0.546 0.231
H: -1.502 2.563 2.575
C: -0.856 2.967 -2.623
N: -2.385 2.180 0.533
H: -4.473 2.015 0.101
O: 1.442 -2.022 1.373
N: -1.716 2.615 -1.501
C: 2.271 -3.571 -0.660
C: -3.525 -0.288 2.404
C: -1.469 -1.244 -2.284
N: -0.211 -2.759 -0.386
Rh: 0.773 0.486 0.901
C: -1.214 -2.561 4.010
H: -0.682 -2.187 4.880
N: -2.448 0.494 2.476
N: -1.973 -1.463 3.413

The following is a DFT calculation (the ωB97M-V functional and the def2-TZVPD basis) of a single C10H12BNO5 molecule in a non-equilibrium geometry.

The calculation puts the HOMO energy at -8.546 eV. The calculation puts the largest force on an atom at 0.07028 hartree/bohr. The value obtained for the total energy is -22971.6748 eV. Its gap between HOMO and LUMO is 8.817 eV.

Element x y z (Å)
C: 1.943 -1.080 -0.530
H: -3.678 3.434 1.944
O: -4.304 2.769 -0.304
H: 1.257 -3.864 -0.031
C: 2.474 -2.026 0.486
C: 0.617 1.278 -2.016
H: 0.266 -2.593 0.654
B: -3.008 2.698 0.229
H: 1.406 -3.395 3.841
H: 0.098 2.640 -3.528
H: 3.407 -2.499 0.154
O: 1.081 -2.879 3.098
H: -2.029 3.461 -2.368
C: 0.312 0.859 -0.712
C: 1.303 -3.088 0.715
O: 2.344 -1.072 -1.646
C: 1.460 -3.649 2.074
C: -1.356 2.714 -1.881
H: 2.768 -1.502 1.388
O: -2.806 3.326 1.518
C: -0.888 1.284 -0.143
H: -1.196 0.890 0.811
H: 0.740 -0.250 0.858
H: 1.429 0.861 -2.576
C: -0.186 2.276 -2.570
N: 0.925 -0.223 -0.078
H: -4.594 2.113 -0.947
O: 1.925 -4.752 2.216
C: -1.712 2.267 -0.656

The following is a DFT calculation (the ωB97M-V functional and the def2-TZVPD basis) of a molecular structure, C10H12BiN3O4P in a non-equilibrium geometry.

The calculation puts the HOMO energy (alpha / beta) at -18.778 / -18.788 eV. The calculation puts the largest force on an atom at 0.17084 hartree/bohr. The total charge is +3. The value obtained for the total energy is -38316.6822 eV. Its gap between HOMO and LUMO (alpha / beta) is 3.997 / 4.013 eV.

Element x y z (Å)
C: -0.972 -2.137 -3.083
C: -3.165 0.689 -4.605
O: -0.786 -3.170 -3.525
H: -0.527 -0.012 3.288
H: 1.070 -0.818 3.569
H: 2.849 1.272 1.156
P: -0.285 0.616 -0.075
C: -0.908 -0.891 0.856
O: -4.373 0.807 -0.217
C: -3.430 0.727 -0.886
N: 0.114 -1.366 1.794
H: -1.173 -1.691 0.147
C: -0.204 2.172 -2.883
O: -3.804 0.836 -5.533
N: 2.104 -0.608 0.537
C: 1.403 -0.013 -0.604
H: 1.117 -2.462 0.290
H: -1.817 -0.592 1.403
H: -0.631 1.981 1.943
C: 1.364 -1.763 1.103
H: 1.298 -0.753 -1.412
H: 1.970 0.850 -0.992
Bi: -1.698 0.606 -2.340
O: 0.525 2.985 -3.265
C: 2.354 0.397 1.600
H: 0.797 2.524 1.041
H: 2.018 -2.240 1.848
H: 3.004 -0.082 2.347
C: 0.415 -0.341 2.826
N: 1.119 0.841 2.282
C: 0.254 1.634 1.391

The following is a DFT calculation (the ωB97M-V functional and the def2-TZVPD basis) of a single C10H12ClFS molecule in a non-equilibrium geometry.

The calculation puts the HOMO energy (alpha / beta) at -6.690 / -6.689 eV. The calculation puts the largest force on an atom at 0.07541 hartree/bohr. The value obtained for the total energy is -36633.8271 eV. Its gap between HOMO and LUMO (alpha / beta) is 6.644 / 6.643 eV.

Element x y z (Å)
C: 3.094 0.713 0.797
H: -2.075 -0.505 0.904
S: 0.753 0.060 -0.615
C: 0.633 -2.063 0.982
H: 3.829 0.675 -0.076
C: -0.990 1.744 -1.767
H: 2.759 1.703 0.923
C: -2.161 0.241 0.069
H: -2.385 2.528 0.349
C: -1.711 1.578 0.632
H: 2.206 -1.500 2.311
C: -0.946 0.934 -0.495
H: -1.921 1.626 -2.437
Cl: -1.939 -3.405 -0.433
C: 1.646 -1.201 1.454
H: -0.964 -1.942 -2.073
H: -0.082 1.370 -2.393
H: 0.484 -3.127 1.218
H: -3.066 0.178 -0.484
C: 1.908 -0.161 0.602
C: 0.128 -1.749 -0.307
C: -0.768 -2.319 -1.153
H: -0.658 2.748 -1.580
F: -1.397 1.706 1.937
H: 3.624 0.169 1.637

The following is a DFT calculation (the ωB97M-V functional and the def2-TZVPD basis) of a single C10H12ClNOS molecule.

The calculation puts the HOMO energy at -8.705 eV. The calculation puts the largest force on an atom at 0.01031 hartree/bohr. The value obtained for the total energy is -37460.6916 eV. Its gap between HOMO and LUMO is 9.249 eV.

Element x y z (Å)
C: -0.646 1.603 0.896
S: 0.815 -4.191 -1.039
C: -0.340 0.145 1.038
Cl: 1.177 4.981 1.980
H: -1.200 -0.199 -0.788
H: -2.551 1.387 -0.080
H: 0.557 -1.952 -1.864
H: 2.673 -5.278 -2.026
H: 2.403 -3.688 -2.778
C: -1.809 2.076 0.296
C: -0.572 -2.055 -0.013
H: -1.297 5.403 0.658
O: 0.283 -0.300 1.979
C: 0.270 2.504 1.429
C: -2.041 3.438 0.217
H: -2.947 3.804 -0.242
C: 2.443 -4.234 -1.839
H: -0.403 -2.393 1.012
C: 0.653 -2.380 -0.863
H: 1.557 -2.000 -0.387
C: -1.121 4.341 0.724
C: 0.030 3.863 1.332
N: -0.823 -0.635 0.038
H: -1.451 -2.563 -0.419
H: 3.186 -3.802 -1.174
H: 1.155 2.127 1.917

The following is a DFT calculation (the ωB97M-V functional and the def2-TZVPD basis) of 2 unconnected molecules or ions with the total composition C10H12FN in a non-equilibrium geometry.

The multiplicity is 3. The calculation puts the HOMO energy (alpha / beta) at -7.709 / -9.107 eV. The calculation puts the largest force on an atom at 0.09296 hartree/bohr. Its expectation value of S² is 2.0430. The value obtained for the total energy is -14766.4054 eV. Its gap between HOMO and LUMO (alpha / beta) is 8.621 / 8.110 eV.

Element x y z (Å)
H: 1.708 -1.389 -1.690
N: -0.091 -1.879 0.502
H: -0.221 -3.782 -0.003
H: -2.734 2.994 0.280
H: 0.545 -2.944 -1.260
C: -2.190 -0.186 0.239
F: -3.177 -0.991 0.462
C: -0.320 -2.865 -0.551
H: -2.763 2.427 -1.352
C: 0.897 -0.887 0.319
C: -1.959 1.068 -0.089
H: 3.501 2.008 0.341
C: 2.656 0.292 -0.695
H: 2.134 1.702 2.318
C: 1.992 0.981 1.467
H: -4.000 1.979 -0.347
H: 3.278 0.495 -1.578
C: 1.756 -0.743 -0.762
C: 1.022 -0.017 1.426
H: 0.371 -0.201 2.256
C: -2.937 2.159 -0.386
H: -0.864 1.344 -0.248
H: -1.289 -2.746 -0.960
C: 2.686 1.180 0.310

The following is a DFT calculation (the ωB97M-V functional and the def2-TZVPD basis) of a single C10H12FN3O2P2S molecule in a non-equilibrium geometry.

The calculation puts the HOMO energy at -8.881 eV. The calculation puts the largest force on an atom at 0.05535 hartree/bohr. The value obtained for the total energy is -51260.9813 eV. Its gap between HOMO and LUMO is 7.462 eV.

Element x y z (Å)
H: -1.595 2.987 1.346
H: 3.650 0.781 0.257
H: 2.818 -2.621 0.670
C: -3.293 0.421 -0.173
C: 2.966 1.099 1.066
N: -3.956 -2.311 -1.750
H: 2.339 3.191 1.541
H: -1.156 -2.892 -2.739
C: -0.660 1.186 0.550
N: 0.574 1.609 0.952
H: -3.906 2.348 0.736
H: 3.895 2.661 2.187
C: 1.530 0.753 0.639
P: 2.695 -1.704 -0.397
C: 3.231 2.597 1.300
C: -0.879 -0.037 -0.126
C: 1.286 -0.505 -0.042
H: 3.887 -1.022 -0.715
C: -1.785 2.035 0.836
O: -1.524 -1.995 -2.657
O: -1.902 -3.156 -0.318
P: -2.490 -2.032 -1.335
S: 2.190 -2.712 -2.004
H: -0.936 -3.067 -0.225
N: 0.107 -0.919 -0.448
H: -4.330 0.157 -0.407
H: 3.818 3.044 0.478
H: -4.551 -1.544 -1.454
F: 3.285 0.362 2.220
C: -2.239 -0.401 -0.483
C: -3.067 1.686 0.497